DFT (ωB97M-V/def2-TZVPD) results for a structure of composition C30H34BN6O4S5Y.

Values from the calculation:
Energy relative to the best compared isomer or geometry (same formula, charge and spin) (eV): 0.2358
E_HOMO (eV): -8.0809
Gap between HOMO and LUMO (eV): 7.93
LUMO level (Ha): -0.006
E (Eh): -3847.49813
Charge: 0

XYZ file:
```
81
Properties=species:S:1:pos:R:3:forces:R:3
Y -0.0535 0.0098 -1.6790 -1.511 -1.327 0.317
C -3.0713 -0.6128 3.0048 0.181 0.067 0.089
C -2.2416 0.6247 3.3541 -0.044 -0.075 -0.135
S -0.6999 0.7872 2.3917 -0.083 -0.079 0.397
C 0.5575 0.6057 3.6861 -0.008 -0.154 -0.088
C 0.7992 -0.8225 4.1799 -0.129 0.199 -0.051
S 1.3534 -1.9323 2.8641 0.153 -0.108 -0.039
C 0.0534 -3.1915 2.8038 -0.143 0.152 -0.079
C -1.3053 -2.7407 2.2533 0.102 -0.044 0.113
S -2.4110 -2.1896 3.5943 -0.027 -0.009 0.071
H -3.2260 -0.6783 1.9314 -0.088 0.020 -0.050
H -4.0534 -0.5316 3.4736 -0.013 0.025 -0.004
H -1.9897 0.6302 4.4165 -0.024 0.029 -0.045
H -2.8330 1.5175 3.1358 -0.015 -0.053 0.058
H 0.2961 1.2509 4.5279 0.066 0.025 -0.008
H 1.4665 1.0013 3.2269 0.034 0.018 0.088
H -0.1213 -1.2327 4.5882 0.010 -0.019 0.096
H 1.5599 -0.8207 4.9622 -0.017 0.051 0.011
H -0.0580 -3.6286 3.7971 0.001 -0.077 -0.027
H 0.4755 -3.9641 2.1568 -0.025 -0.006 -0.001
H -1.7934 -3.5748 1.7484 0.012 -0.017 -0.027
H -1.1813 -1.9274 1.5429 0.005 0.014 -0.039
C -1.9900 3.4074 -0.3948 -0.136 -0.099 -0.212
N -2.7349 2.7468 -1.4600 0.096 0.271 0.066
C -3.2967 3.3988 -2.5379 0.105 0.053 0.232
C -3.8794 2.4527 -3.2987 -0.008 -0.388 -0.029
N -3.6775 1.2236 -2.6961 -0.180 -0.110 -0.150
B -4.4055 -0.0692 -3.2771 0.058 0.078 0.076
N -3.7320 -1.4017 -2.7999 -0.252 0.133 -0.153
C -4.4160 -2.4038 -2.1372 0.025 0.371 -0.108
C -3.6144 -3.4820 -2.0568 0.361 -0.067 -0.134
N -2.4236 -3.1300 -2.6811 0.038 -0.313 0.168
C -1.2851 -4.0196 -2.8812 -0.254 0.150 0.033
C -2.5091 -1.8497 -3.1093 -0.017 -0.123 0.057
S -1.2244 -0.9918 -3.8864 -0.328 -0.295 -0.249
C -2.9711 1.4198 -1.5787 -0.079 0.011 0.120
S -2.4292 0.2443 -0.4111 -0.576 0.250 0.084
H -1.4653 4.2591 -0.8192 0.027 0.009 -0.006
H -1.2676 2.7167 0.0229 0.058 -0.077 0.019
H -2.6657 3.7304 0.3969 -0.037 0.019 0.000
H -3.2199 4.4658 -2.6629 0.033 -0.083 0.011
H -4.4143 2.5344 -4.2292 0.029 -0.033 0.057
H -5.5490 -0.0890 -2.8571 0.214 0.015 -0.076
H -4.3382 0.0134 -4.4867 -0.034 -0.002 0.228
H -5.4190 -2.2483 -1.7777 0.075 0.002 -0.066
H -3.7710 -4.4587 -1.6307 0.034 0.064 -0.044
H -1.6427 -5.0446 -2.8211 0.002 -0.014 -0.008
H -0.5205 -3.8535 -2.1277 0.033 0.038 0.076
H -0.8560 -3.8342 -3.8604 0.014 0.010 -0.061
O 1.6338 3.5694 -2.3004 0.014 0.293 0.006
C 1.2849 2.4239 -2.3837 -0.377 -0.542 -0.178
O 0.0425 1.9692 -2.2878 1.110 1.624 -0.451
C 2.3699 1.2561 -2.4953 -0.537 -0.227 -0.204
O 3.5427 1.5112 -2.3797 0.231 -0.043 0.011
O 1.8352 0.0548 -2.6034 1.345 0.900 -0.326
N 1.3448 0.8865 0.1745 0.138 0.015 -0.006
C 1.8078 1.9004 0.4498 0.259 0.630 0.585
C 2.3237 3.1866 0.8765 -0.225 -0.656 -0.305
C 3.4836 3.6830 0.2946 0.090 0.015 -0.138
C 3.9403 4.9263 0.6951 -0.010 0.022 0.036
C 3.2375 5.6526 1.6493 -0.003 -0.007 -0.001
C 2.0721 5.1469 2.2146 0.030 -0.029 -0.037
C 1.6048 3.9022 1.8278 -0.063 0.051 0.157
H 3.9779 3.1142 -0.4842 -0.016 0.029 0.019
H 4.8380 5.3352 0.2504 -0.030 0.001 0.010
H 3.5965 6.6291 1.9491 -0.002 -0.013 0.001
H 1.5265 5.7230 2.9499 0.013 0.000 -0.004
H 0.6989 3.4778 2.2475 0.032 0.038 -0.034
N 0.5850 -2.0576 -0.6614 -0.120 -0.541 0.349
C 1.6781 -2.3587 -0.4842 0.996 -0.271 -0.117
C 3.0793 -2.7205 -0.3825 -0.702 0.221 0.020
C 3.4607 -3.8065 0.3977 0.044 -0.100 0.087
C 4.7994 -4.1493 0.4514 0.007 0.026 -0.022
C 5.7332 -3.4061 -0.2637 0.010 -0.022 0.007
C 5.3399 -2.3153 -1.0273 -0.034 0.008 0.002
C 4.0014 -1.9593 -1.0952 0.086 0.100 -0.066
H 2.7209 -4.3664 0.9556 0.023 0.012 -0.025
H 5.1154 -4.9932 1.0498 0.002 0.015 -0.006
H 6.7793 -3.6833 -0.2237 -0.023 0.014 0.013
H 6.0723 -1.7366 -1.5762 -0.040 -0.027 0.030
H 3.6693 -1.1121 -1.6864 0.012 -0.040 0.009
```
Forces are in eV/Å.

Here are the Mulliken charges for atoms 1 to 6, given in e: 0.56 -0.10 -1.12 0.58 -0.93 -0.91

***

DFT (ωB97M-V/def2-TZVPD) results for a structure of composition C11H16Br2CdN.

Values from the calculation:
Energy relative to the best compared isomer or geometry (same formula, charge and spin) (eV): 0.0000
E_HOMO (eV): -5.0125
Gap between HOMO and LUMO (eV): 8.09
LUMO level (Ha): 0.113
E (Eh): -5799.29575
Charge: -1

XYZ file:
```
31
Properties=species:S:1:pos:R:3:forces:R:3
Cd -0.8422 -0.4375 1.0862 0.865 0.289 -1.291
Br -2.1787 0.5496 4.8083 0.290 -0.325 0.170
C -2.4875 -0.5519 3.1911 -1.373 1.299 -0.769
Br -1.7175 -2.9307 0.4070 0.003 -0.004 0.115
H -3.5421 -0.7845 3.2709 0.183 -0.774 0.488
H -1.8505 -1.4251 3.2813 0.039 0.021 -0.123
C -0.5382 1.4921 -1.7242 -0.007 0.001 0.006
N -0.6833 0.0628 -1.5260 0.019 -0.001 0.017
C -1.7504 -0.4775 -2.3458 -0.023 0.006 0.021
C 0.5698 -0.6545 -1.7381 0.003 0.011 -0.054
C 1.6269 -0.2729 -0.7247 0.014 -0.027 -0.005
C 2.9207 -0.0002 -1.1566 -0.007 -0.015 -0.001
C 3.9174 0.3247 -0.2453 0.006 0.000 0.009
C 3.6044 0.3835 1.1037 -0.006 -0.019 0.003
C 2.3030 0.1195 1.5245 0.017 -0.008 -0.048
C 1.2803 -0.2160 0.6336 0.037 -0.016 0.215
H -0.3376 1.7413 -2.7810 0.014 0.000 0.006
H 0.2839 1.8686 -1.1165 -0.004 0.001 0.005
H -1.4537 1.9970 -1.4120 -0.007 -0.003 -0.023
H -1.5385 -0.3593 -3.4232 0.001 0.000 0.002
H -2.6816 0.0445 -2.1185 0.002 0.001 -0.003
H -1.8881 -1.5322 -2.1120 0.006 -0.002 -0.006
H 0.9483 -0.4884 -2.7632 0.000 0.012 0.001
H 0.3424 -1.7197 -1.6373 -0.006 0.002 0.013
H 3.1514 -0.0380 -2.2176 -0.001 -0.005 0.000
H 4.9239 0.5362 -0.5878 -0.002 0.001 0.000
H 4.3695 0.6408 1.8287 -0.001 0.000 -0.003
H 2.0891 0.1834 2.5870 0.000 0.004 0.000
C -2.5665 0.5108 1.8372 -0.151 -2.103 3.082
H -3.5358 0.1534 1.4904 0.024 0.374 -0.585
H -2.7388 1.2799 2.5800 0.065 1.279 -1.243
```
Forces are in eV/Å.

Here are the natural (NBO) charges for atoms 1 to 6, given in e: 1.46 -0.12 -0.45 -0.88 0.20 0.21

***

DFT (ωB97M-V/def2-TZVPD) results for a structure of composition C8H13F6N5O10RhS4.

Values from the calculation:
Energy relative to the best compared isomer or geometry (same formula, charge and spin) (eV): 0.7816
E_HOMO (alpha / beta) (eV): -5.5812 / -6.0933
Multiplicity: 5
Gap between HOMO and LUMO (alpha / beta) (eV): 7.96 / 5.97
LUMO level (alpha / beta) (Ha): 0.087 / -0.005
E (Eh): -3641.23449
Charge: -1

XYZ file:
```
47
Properties=species:S:1:pos:R:3:forces:R:3
Rh -0.2670 -0.2409 0.1975 0.910 -0.110 0.805
F 2.7519 -1.0694 5.3062 0.109 -0.021 0.091
C 1.5439 -0.9471 4.7665 -0.097 0.096 0.092
F 0.8490 -2.0556 5.0342 -0.066 -0.101 0.108
F 0.9194 0.0820 5.3430 -0.006 0.030 0.062
S 1.6425 -0.7406 2.9586 -0.554 0.062 -0.898
O 0.1929 -0.5777 2.5892 0.398 -0.010 0.373
O 2.1712 -2.0111 2.4865 -0.016 0.244 0.282
N 2.4860 0.5401 2.8747 0.160 -0.150 -0.583
S 2.6834 1.1353 1.2491 -0.067 -1.132 1.502
O 1.9971 -0.0291 0.5942 0.300 0.934 0.113
O 4.0992 1.3086 1.1013 -0.283 0.090 -0.086
C 1.9204 2.7752 1.9423 0.077 -0.067 -0.330
F 0.7355 2.5680 2.4982 0.007 -0.121 0.219
F 2.7915 3.1634 2.8813 -0.143 -0.032 -0.057
F 1.7991 3.7604 1.0774 0.124 0.304 0.225
C -3.7700 2.3370 0.7801 0.014 0.007 -0.107
C -2.9079 1.1979 0.3437 -0.255 -0.012 -0.044
N -2.1075 0.5837 1.1202 0.236 0.084 -0.022
O -2.0318 1.0337 2.4070 -0.036 -0.073 0.006
C -2.9439 0.7313 -1.0600 0.142 -0.090 0.507
C -3.9180 1.2885 -2.0486 0.029 0.001 -0.015
N -2.0959 -0.1821 -1.3920 -0.922 0.546 -0.758
O -2.0218 -0.7478 -2.4911 0.270 -0.160 0.073
H -3.6939 2.4751 1.8525 -0.016 0.006 0.014
H -4.8110 2.1630 0.5039 0.009 0.028 -0.009
H -3.4314 3.2506 0.2848 -0.019 -0.023 0.004
H -1.2450 0.5611 2.7560 0.046 -0.023 0.007
H -3.8349 2.3766 -2.0784 -0.036 -0.034 -0.012
H -4.9472 1.0279 -1.7887 0.038 0.016 0.017
H -3.6940 0.8897 -3.0340 -0.025 0.035 -0.028
C 3.2269 -2.0097 -1.4395 -0.080 0.001 0.047
N 2.1205 -2.4776 -0.6128 0.104 0.312 -0.181
C 0.8647 -2.4378 -1.0248 -0.176 -0.777 0.442
N 0.5701 -2.2912 -2.3246 0.314 0.245 -0.231
S -0.3943 -2.6915 0.1465 0.090 0.166 -0.440
H 4.1439 -2.1071 -0.8655 -0.012 -0.003 -0.001
H 3.0904 -0.9576 -1.7014 -0.018 0.023 0.023
H 3.3070 -2.6177 -2.3420 0.017 -0.026 0.011
H 2.2314 -2.3868 0.3955 0.003 -0.108 0.082
H 1.2330 -1.7468 -2.8634 -0.009 -0.010 0.020
H -0.3825 -2.0116 -2.5128 -0.132 -0.092 0.026
O -0.0022 2.0090 -0.0601 -0.130 -0.073 -0.251
S 1.0069 1.9225 -1.1701 0.943 0.113 0.146
O 2.3845 2.0609 -0.5018 -0.753 -0.098 -1.174
O 0.8496 0.5331 -1.7170 -0.316 -0.046 -0.110
O 0.8775 2.9286 -2.1851 -0.170 0.050 0.040
```
Forces are in eV/Å.

Here are the natural (NBO) charges for atoms 1 to 6, given in e: 1.22 -0.31 0.74 -0.32 -0.32 2.24

***

DFT (ωB97M-V/def2-TZVPD) results for a structure of composition C38H28F6NNiO5P2S2.

Values from the calculation:
Energy relative to the best compared isomer or geometry (same formula, charge and spin) (eV): 0.4992
E_HOMO (alpha / beta) (eV): -11.1112 / -11.6846
Multiplicity: 3
Gap between HOMO and LUMO (alpha / beta) (eV): 8.63 / 7.52
LUMO level (alpha / beta) (Ha): -0.091 / -0.153
E (Eh): -5482.21497
Charge: +1

XYZ file:
```
83
Properties=species:S:1:pos:R:3:forces:R:3
Ni -0.4251 0.5987 0.7619 0.451 -0.128 -0.502
O -0.3889 -0.8892 -2.5265 0.038 -0.044 0.045
C -1.4094 -0.1386 -3.0619 -0.055 0.133 -0.030
C -2.3886 -0.6050 -3.9219 0.006 -0.033 0.005
C -3.3021 0.3008 -4.4450 -0.017 0.037 -0.007
C -3.2378 1.6487 -4.1276 -0.023 0.001 -0.017
C -2.2773 2.0982 -3.2354 0.003 -0.033 0.036
C -1.3700 1.2023 -2.6771 -0.050 0.006 -0.104
P -0.2223 1.6408 -1.3606 -0.167 0.069 0.370
C 1.4553 1.3678 -1.9585 0.002 -0.015 -0.026
C 1.7667 1.5402 -3.3053 -0.026 0.004 -0.005
C 3.0594 1.3182 -3.7495 0.029 -0.005 -0.015
C 4.0436 0.9174 -2.8546 -0.009 0.005 -0.008
C 3.7357 0.7403 -1.5142 -0.023 -0.009 0.052
C 2.4421 0.9644 -1.0635 0.087 -0.014 -0.060
C -0.4387 3.4137 -1.0903 0.047 0.031 -0.038
C -1.5824 3.8391 -0.4132 -0.004 -0.044 0.019
C -1.7614 5.1789 -0.1209 -0.018 0.020 0.021
C -0.7921 6.1024 -0.4923 0.012 0.006 -0.016
C 0.3483 5.6837 -1.1590 0.004 0.014 0.006
C 0.5294 4.3404 -1.4596 -0.016 -0.023 -0.011
C -0.5366 -2.2481 -2.3766 0.060 -0.120 -0.055
C -0.6010 -3.0898 -3.4792 0.026 0.033 -0.052
C -0.7599 -4.4510 -3.2897 -0.002 0.000 0.009
C -0.8454 -4.9747 -2.0043 -0.002 0.024 0.014
C -0.7163 -4.1338 -0.9153 0.017 -0.003 -0.010
C -0.5370 -2.7572 -1.0879 0.014 -0.155 -0.028
P -0.1735 -1.7698 0.3851 -0.245 0.194 0.048
C -1.5452 -2.2026 1.4878 0.032 0.035 0.077
C -1.4483 -3.0253 2.6000 0.017 -0.018 -0.033
C -2.5432 -3.1684 3.4427 0.004 -0.037 0.034
C -3.7214 -2.4857 3.1852 -0.018 0.000 0.000
C -3.8235 -1.6652 2.0688 -0.039 0.007 -0.012
C -2.7392 -1.5250 1.2218 0.075 -0.050 -0.045
C 1.3921 -2.4433 0.9931 0.030 0.028 0.054
C 1.8261 -2.1234 2.2823 -0.001 -0.030 -0.007
C 3.0615 -2.5617 2.7282 0.008 -0.001 0.019
C 3.8834 -3.3053 1.8919 -0.007 0.005 -0.006
C 3.4655 -3.6095 0.6052 0.009 0.003 0.003
C 2.2257 -3.1821 0.1536 -0.005 0.038 -0.012
H -2.4538 -1.6495 -4.1872 -0.006 0.050 0.006
H -4.0664 -0.0600 -5.1203 -0.004 0.009 -0.002
H -3.9404 2.3470 -4.5604 -0.006 -0.008 -0.004
H -2.2413 3.1433 -2.9579 0.006 -0.006 0.002
H 0.9977 1.8416 -4.0072 -0.004 0.000 0.008
H 3.2994 1.4560 -4.7954 0.004 -0.002 0.002
H 5.0520 0.7423 -3.2049 0.003 0.000 0.000
H 4.4989 0.4268 -0.8139 0.006 0.002 -0.011
H 2.2210 0.8299 -0.0113 -0.019 0.008 0.017
H -2.3370 3.1207 -0.1037 0.006 -0.001 -0.015
H -2.6473 5.5019 0.4093 0.003 0.003 -0.003
H -0.9247 7.1486 -0.2522 0.003 0.001 0.004
H 1.1078 6.4009 -1.4397 -0.006 0.006 0.000
H 1.4300 4.0187 -1.9670 -0.004 -0.001 0.004
H -0.5128 -2.6689 -4.4723 -0.005 -0.037 0.021
H -0.8158 -5.1061 -4.1487 -0.002 -0.003 0.003
H -0.9888 -6.0357 -1.8536 0.008 0.000 -0.006
H -0.7388 -4.5461 0.0864 -0.002 0.004 0.004
H -0.5222 -3.5426 2.8190 0.001 0.004 0.007
H -2.4697 -3.8073 4.3130 0.006 -0.002 -0.005
H -4.5629 -2.5902 3.8565 -0.004 0.004 -0.001
H -4.7417 -1.1313 1.8650 -0.007 -0.009 0.006
H -2.8290 -0.9004 0.3305 0.010 -0.013 0.062
H 1.2026 -1.5352 2.9395 -0.008 -0.004 0.000
H 3.3815 -2.3168 3.7324 0.011 -0.004 -0.001
H 4.8488 -3.6439 2.2433 0.002 -0.003 -0.004
H 4.1028 -4.1831 -0.0544 0.006 -0.002 0.008
H 1.9196 -3.4245 -0.8551 -0.022 -0.002 -0.004
F 0.9585 -0.0738 5.2574 -0.021 0.033 0.002
C -0.3471 0.1803 5.3034 0.018 -0.020 0.014
F -0.6183 0.9433 6.3442 -0.005 0.013 -0.029
F -1.0096 -0.9661 5.3999 0.004 0.020 -0.049
S -0.8626 1.0288 3.7467 0.164 -0.048 0.374
O -0.3117 0.1279 2.7147 -0.321 -0.092 0.024
O -2.2761 1.1595 3.7789 -0.165 0.056 -0.033
N -0.0825 2.3783 3.8384 -0.055 0.099 -0.119
S 0.8207 2.9474 2.6920 0.313 0.011 0.335
O 0.8211 4.3619 2.6434 -0.050 0.028 0.005
O 0.6306 2.2366 1.4224 -0.018 -0.052 -0.313
C 2.5319 2.4274 3.1618 -0.035 -0.003 -0.062
F 2.6098 1.0934 3.1134 -0.007 0.017 0.018
F 2.8207 2.8400 4.3817 -0.008 0.009 0.020
F 3.3967 2.9374 2.2945 -0.035 0.003 0.000
```
Forces are in eV/Å.

Here are the Mulliken charges for atoms 1 to 6, given in e: 0.43 -0.01 0.91 -1.06 -0.87 -0.95

***

> Which of these has the highest energy relative to the best compared isomer or geometry (same formula, charge and spin)?

C8H13F6N5O10RhS4